1.
C29H47GeIrN2SSi4 as an isolated structure at a distorted geometry, computed with ωB97M-V/def2-TZVPD.

## Properties
Gap between HOMO and LUMO (spin up / spin down): 0.237 / 0.220 Eh
Charge: +1
HOMO level (spin up / spin down): -10.88 / -10.96 eV
Expectation value of S²: 0.789
ΔE to the lowest compared entry with this formula, charge and spin: 34.9 kcal per mole
2S+1: 2

```
85
C29H47GeIrN2SSi4 ωB97M-V/def2-TZVPD
Ir 0.80303 -0.28366 0.82247
Ge 0.21684 0.65350 -1.48935
S 0.19660 1.53774 1.83158
Si 0.29027 -1.94956 2.51589
Si 1.48085 -0.51494 -3.20453
Si -2.07828 0.38243 -2.18144
Si 0.88427 2.95149 -1.62969
N 7.02347 -1.14635 1.51743
N 2.47119 -1.43604 0.12793
C 4.56781 -3.25671 0.13968
C 1.92636 -1.95137 3.43587
C 0.53779 3.50417 -3.38589
C 0.69620 -2.22204 -3.43878
C 2.72674 3.00532 -1.25529
C -0.07027 -3.61309 1.74161
C -2.53214 0.93481 1.62870
C -1.90519 3.13595 2.38931
C 3.67376 -1.07993 0.59292
C -1.54571 1.87317 1.91311
C 6.01270 -1.50545 1.10995
C -0.01079 4.09890 -0.45377
C 2.30764 -2.68143 -0.34452
C 1.31892 0.38517 -4.84387
C -1.11790 -1.48354 3.63541
C 4.74546 -1.95689 0.60690
C -2.16513 0.35555 -4.05210
C -4.22166 2.50327 2.31647
C -0.97551 -0.46943 4.58631
C -3.39173 -1.82102 4.40259
C -3.86419 1.24971 1.83722
C -3.23413 -0.80238 5.33028
C -2.02250 -0.12845 5.42599
C 3.33223 -0.69769 -2.87392
C -3.24017 3.44836 2.58359
C 3.32684 -3.61702 -0.34726
C -2.34103 -2.15387 3.55949
C -3.14033 1.79478 -1.57137
C -2.69151 -1.26342 -1.49577
H -0.03865 0.07342 4.66582
H -3.21540 0.23144 -4.33136
H 3.14164 -4.60822 -0.73623
H 0.54925 4.59702 -3.40651
H 0.31869 -2.65519 -2.51271
H -2.24519 -1.46995 -0.52005
H 2.93327 2.46807 -0.32569
H -2.42686 -2.08484 -2.16574
H 0.78827 -3.99592 1.19161
H -1.81477 1.28185 -4.50906
H -0.44007 3.18348 -3.74943
H -0.15758 -2.15198 -4.11510
H 3.70098 -0.00674 -2.11544
H 1.29478 3.14958 -4.08457
H -1.13926 3.86631 2.61824
H -2.47988 -2.95357 2.84057
H 3.30313 2.53928 -2.05803
H -2.26008 -0.03686 1.24454
H -3.77741 -1.27403 -1.37519
H 2.10880 1.12557 -4.97788
H 3.58854 -1.71325 -2.57178
H -4.05314 -0.53467 5.98509
H 2.64588 -2.60908 2.94310
H 1.40188 -2.92801 -3.88564
H -0.92716 -3.59739 1.06598
H -3.51254 4.42872 2.95117
H 1.73766 -2.33989 4.43988
H -1.60551 -0.47198 -4.48630
H -1.89643 0.65839 6.15816
H 5.39082 -3.95810 0.15758
H -2.69496 2.76654 -1.79417
H 3.88291 -0.48762 -3.79358
H 3.78525 -0.06015 0.93835
H 1.43313 -0.36466 -5.63231
H 0.32658 3.95757 0.57330
H -0.28914 -4.32371 2.54332
H 0.20882 5.13311 -0.73252
H -4.11537 1.76047 -2.06483
H 0.36080 0.87721 -4.99143
H 1.33263 -2.91897 -0.73777
H 3.09865 4.02541 -1.13386
H -5.26336 2.74355 2.48228
H -3.30313 1.73837 -0.49471
H -1.09382 3.96850 -0.48168
H 2.38298 -0.96648 3.54516
H -4.33159 -2.35319 4.33361
H -4.62481 0.51056 1.62265
```

2.
A 2-piece molecular cluster, C29H47NO4S overall at a distorted geometry, computed with ωB97M-V/def2-TZVPD.

## Properties
Gap between HOMO and LUMO: 0.360 Eh
SMILES: [H]/N=C/C[C@H]1C[C@H](Cc2ccccc2C)[C@](C=C)(CCCCCCCCCC)S(=O)(=O)O1.CC(C)=O
HOMO level: -9.09 eV

```
82
C29H47NO4S ωB97M-V/def2-TZVPD
S 1.71969 -2.15766 1.00221
O 2.70446 -1.54128 -0.06909
O 6.05651 -2.63750 -4.58437
O 1.56840 -3.55330 0.73137
O 2.21639 -1.81383 2.30911
N 5.14263 -0.25003 -2.92617
C 6.82966 -3.54657 -4.78196
C 0.84165 2.39615 1.97272
C 4.45428 -0.62402 -1.93140
C 0.67626 0.89280 2.10450
C 0.96471 5.15664 1.61323
C 7.95117 -3.42203 -5.78207
C -6.60053 3.34712 -0.32724
C 0.06949 -2.23673 -1.59005
C -0.50694 -1.67384 -0.52471
C 3.82599 0.41709 -1.03841
C 0.35825 0.23668 0.75199
C -0.72065 -1.82149 2.00961
C -5.36787 2.44980 -0.09028
C -2.20112 -2.08141 1.73360
C -6.48022 -0.30923 0.69043
C -0.23814 4.49131 1.44099
C 2.05371 3.06225 2.15747
C -0.29594 3.12219 1.62085
C 1.42776 0.54260 -0.29511
C 2.77934 -0.08754 -0.01872
C -4.03598 -1.02795 0.24172
C 0.12515 -1.31268 0.80858
C -3.03064 -0.82350 1.39163
C 2.09136 4.44547 1.97280
C -5.27348 1.93599 1.34785
C 3.34622 2.37777 2.52172
C 6.71611 -4.85511 -4.04086
C -5.44641 -1.43896 0.70546
C -6.23407 0.79561 1.73145
H -1.54982 -1.39777 -0.63828
H 1.60369 1.61465 -0.39446
H 3.21745 1.40452 2.98951
H -4.48745 3.07834 -0.25312
H -6.97099 3.20494 -1.34344
H -6.30834 4.39524 -0.27045
H -3.66548 -1.80424 -0.43346
H 7.92027 -2.43749 -6.24211
H -7.19231 1.19235 2.06815
H -6.60033 0.07936 -0.32142
H 0.87754 -2.95158 -1.52516
H -5.30599 1.66277 -0.83951
H 1.53078 0.43788 2.59615
H 4.60498 0.97156 -0.51471
H 8.91226 -3.55528 -5.28320
H -2.38724 0.02252 1.14874
H 3.93008 2.21037 1.61067
H -3.61700 -0.54834 2.27064
H -5.40573 -1.90209 1.69492
H -0.56664 0.68946 0.38796
H -1.13540 5.02003 1.14691
H -4.23574 1.69406 1.58275
H 3.03118 4.97149 2.09156
H 1.11877 0.19230 -1.28103
H 3.14531 0.19186 0.96860
H -2.35705 -2.85382 0.97868
H 6.56477 -5.67273 -4.74720
H -1.24077 2.61270 1.46962
H -0.32574 -1.99036 -2.56957
H -0.64393 -1.16978 2.87585
H -7.39515 3.14101 0.38749
H -5.79879 0.29280 2.60119
H -0.29168 -2.77680 2.31814
H -7.43611 -0.77165 0.95464
H -2.60606 -2.49563 2.66017
H 7.84822 -4.18388 -6.55626
H 3.95876 3.00129 3.16983
H 7.62933 -5.04427 -3.47466
H 5.87289 -4.81441 -3.35555
H -4.10897 -0.12321 -0.36456
H 5.47659 -1.07076 -3.43178
H 4.29490 -1.68488 -1.74057
H 1.02703 6.22672 1.46570
H 3.34602 1.13159 -1.70812
H -5.82663 -2.20617 0.02532
H -0.16639 0.75378 2.78402
H -5.52940 2.79033 1.98335
```

3.
C29H48Cl2N3O4SSiY as an isolated structure at a distorted geometry, computed with ωB97M-V/def2-TZVPD.

## Properties
Gap between HOMO and LUMO (spin up / spin down): 0.204 / 0.128 Eh
HOMO level (spin up / spin down): -5.79 / -5.55 eV
ΔE to the lowest compared entry with this formula, charge and spin: 164.9 kcal per mole

```
89
C29H48Cl2N3O4SSiY ωB97M-V/def2-TZVPD
Y 2.42991 0.49186 1.46357
Cl 1.06251 -0.82801 0.05813
Cl 3.75592 2.57278 1.09621
S -2.27775 0.43529 1.10208
Si -0.55391 3.41393 -2.07688
O 1.54569 -0.96804 2.94088
O -0.93062 0.25050 -2.33874
O 1.13971 1.99729 2.51049
O 3.84363 -0.35289 -0.27918
N 0.49686 3.72247 3.87873
N 3.38891 -1.28494 -2.33002
N 0.73536 -3.08439 2.66233
C -1.60021 -0.30078 -5.01606
C 3.54526 -2.44819 -3.21210
C -0.53265 -4.71348 -0.45137
C -0.37603 4.88416 4.03583
C 2.00989 -3.74723 2.95691
C -1.95064 0.64502 5.05442
C 0.35101 2.94793 2.80709
C -1.68967 0.40361 3.71968
C 2.83005 -0.05465 -2.92066
C -1.28264 3.68579 -3.77719
C 0.48995 -3.98656 -1.05782
C -0.31707 -2.39070 -4.48198
C -0.48817 -3.84697 2.86855
C -1.83385 -4.17198 -0.42586
C -3.87565 1.28643 3.11884
C 3.69781 -1.34545 -1.02538
C -2.63891 0.70852 2.70729
C 0.60993 -1.75867 2.61342
C 0.16454 -2.59990 -5.85980
C -4.10878 1.57499 4.45760
C -1.39349 4.47983 -0.67109
C -1.09559 -1.34606 -4.10071
C -1.10487 -2.25826 -1.72413
C -3.15736 1.24791 5.44014
C -2.09621 -2.92979 -1.02928
C 0.19218 -2.78525 -1.71843
C -1.43623 -1.01436 -2.63340
C 1.20545 4.21000 -1.95748
C 1.41758 3.44799 4.98313
H -0.72585 -0.00062 3.42010
H -0.66095 -2.85894 -6.54703
H 1.59719 4.40971 5.47897
H -1.57821 -0.53159 -6.08664
H 0.92490 -3.40037 -5.90977
H 1.72555 -0.06232 -2.91444
H -1.79039 3.78847 0.08438
H -5.03926 2.05925 4.75201
H -0.52123 3.56894 -4.56127
H 2.00464 -4.13629 3.99355
H -0.86677 5.09666 3.07985
H 3.17964 0.80913 -2.34425
H -0.99047 0.57860 -4.84718
H -2.61626 0.01245 -4.78647
H -3.35095 1.45614 6.48936
H -3.09020 -2.46985 -0.93244
H -1.20819 0.36310 5.80318
H -0.36385 -1.39048 2.21174
H -1.32045 -3.24237 2.49000
H 2.57134 -2.79969 -3.58644
H 1.53222 -4.30833 -1.02090
H 0.97098 2.70796 5.67130
H 1.95931 3.43280 -2.15178
H -1.16097 4.69004 4.78417
H -4.60951 1.51862 2.34920
H 3.15967 0.00199 -3.96393
H -0.06798 -3.22335 -3.80496
H 0.97744 -2.27786 -2.25780
H -2.62672 -4.71514 0.09448
H -0.53103 3.15278 2.17025
H 2.85965 -3.06081 2.80981
H -2.07433 2.93842 -3.94549
H -0.41626 -4.78289 2.30348
H -2.20388 5.15062 -1.00062
H 2.34814 3.01694 4.59653
H -0.61358 -4.05021 3.94869
H 4.15243 -2.17295 -4.08747
H 3.72138 -2.36752 -0.59876
H 2.10916 -4.61689 2.28033
H 1.37526 5.04716 -2.66287
H -0.62545 5.11556 -0.20094
H -1.72630 4.68428 -3.90496
H -2.56251 -1.05887 -2.62027
H 0.23947 5.74831 4.32420
H -0.30679 -5.68083 0.03149
H 0.63552 -1.66853 -6.21314
H 4.04143 -3.26283 -2.66270
H 1.39121 4.60187 -0.94234
```